Entry 1:
The following is a quantum chemistry calculation of C31H57N2O2P2PtS as an isolated structure, from OMol25.

XYZ file:
```
96
Properties=species:S:1:pos:R:3
C -0.4101 1.9838 -1.7317
C -2.1835 0.3726 -1.7932
C -0.9106 2.6201 -2.8653
C -2.7623 1.0823 -2.8794
C -2.1212 2.1842 -3.4089
H -0.3465 3.4637 -3.2576
H -3.6884 0.6888 -3.2926
H -2.5510 2.7243 -4.2471
N -1.0454 0.9197 -1.2124
P 0.8742 2.0565 0.7690
P -1.5363 -1.8812 -0.3326
C 0.8566 2.4497 -1.0368
H 1.7333 1.9491 -1.4751
H 0.9897 3.5286 -1.1808
C -0.0113 -0.8042 2.0834
O 0.2160 -1.3940 3.0569
C -2.6116 -0.8872 -1.3249
H -3.5118 -1.3125 -1.7588
C -0.6191 -3.0217 -1.5956
C -2.6982 -3.0695 0.6343
C 2.7115 2.1381 1.3451
C -0.0595 3.6006 1.4081
C 0.5932 -3.6617 -0.9058
H 0.3436 -4.1650 0.0354
H 1.0242 -4.4129 -1.5860
H 1.3604 -2.9120 -0.6942
C -1.5051 -4.1233 -2.2063
H -1.8331 -4.8867 -1.4931
H -2.3808 -3.7119 -2.7260
H -0.8944 -4.6469 -2.9611
C -0.1321 -2.1660 -2.7690
H 0.3029 -2.8343 -3.5280
H -0.9519 -1.6075 -3.2359
H 0.6416 -1.4621 -2.4525
C -1.9317 -4.3149 1.1173
H -1.0528 -4.0356 1.7149
H -2.6081 -4.9001 1.7608
H -1.6185 -4.9750 0.3015
C -3.2298 -2.3378 1.8681
H -2.4327 -1.9767 2.5275
H -3.8713 -1.4936 1.5921
H -3.8499 -3.0394 2.4501
C -3.9223 -3.5151 -0.1859
H -3.6684 -4.1391 -1.0471
H -4.5599 -4.1266 0.4728
H -4.5220 -2.6658 -0.5338
C -0.1725 3.4782 2.9360
H -0.8506 4.2682 3.2920
H -0.5977 2.5108 3.2385
H 0.7911 3.6133 3.4427
C -1.4675 3.6277 0.7807
H -1.4467 4.0043 -0.2535
H -1.9347 2.6301 0.7852
H -2.1093 4.2938 1.3806
C 0.6104 4.9466 1.0556
H -0.1575 5.7299 1.1606
H 1.4215 5.2110 1.7424
H 0.9844 5.0016 0.0244
C 3.6939 2.0640 0.1664
H 3.5977 2.9278 -0.5083
H 4.7143 2.0915 0.5823
H 3.5894 1.1407 -0.4099
C 2.8994 0.9228 2.2637
H 2.7961 -0.0178 1.7094
H 3.9086 0.9666 2.6980
H 2.1769 0.9326 3.0924
C 3.1161 3.3991 2.1238
H 3.0911 4.2986 1.4970
H 2.5364 3.5523 3.0394
H 4.1652 3.2618 2.4312
Pt -0.3307 0.0106 0.4828
N 2.0493 -0.6512 -0.7480
C 2.9381 -1.1036 -1.3581
C 4.1095 -1.6690 -2.0555
C 3.6674 -2.2169 -3.4160
C 5.1526 -0.5613 -2.2362
C 4.6658 -2.8023 -1.1886
H 2.9383 -3.0280 -3.2877
H 3.2104 -1.4308 -4.0298
H 4.5341 -2.6183 -3.9587
H 5.5088 -0.2046 -1.2615
H 6.0168 -0.9382 -2.7994
H 4.7302 0.2905 -2.7854
H 5.5536 -3.2444 -1.6577
H 4.9469 -2.4287 -0.1967
H 3.9134 -3.5902 -1.0621
C -3.9412 1.9228 4.2949
S -2.8893 1.5492 2.8764
C -4.1268 1.1153 1.6358
O -2.1435 0.2858 3.1980
H -4.3981 2.9083 4.1364
H -3.2653 1.9500 5.1548
H -4.7054 1.1457 4.4189
H -4.9779 0.6054 2.1186
H -4.4740 2.0585 1.1839
H -3.6544 0.5080 0.8506
```

As for the expectation value of S²: 6.046. The calculation puts the LUMO energy (spin up / spin down) at -8.299 / -12.780 eV. Its energy above the lowest of the compared OMol25 structures with the same formula, charge and spin is 0.0 kJ/mol. The HOMO energy (spin up / spin down) is -0.5072 / -0.6484 Ha. As for the net charge: +3. The spin multiplicity is 5.

=====

Entry 2:
The following is a quantum chemistry calculation of C31H57N4NiO2P2 as an isolated structure, from OMol25.

XYZ file:
```
97
Properties=species:S:1:pos:R:3
C -2.1921 -1.9015 -1.2924
C -0.7771 -3.1649 0.0890
C -2.9967 -3.0103 -1.5545
C -1.4885 -4.3645 -0.2570
C -2.5828 -4.2663 -1.0915
H -3.8891 -2.8686 -2.1718
H -1.0961 -5.3087 0.1091
H -3.1749 -5.1427 -1.3320
N -1.0914 -1.9927 -0.5589
P -1.0339 0.5885 -2.0619
P 0.7346 -1.4630 1.7755
C -2.5213 -0.5195 -1.8323
H -3.0288 -0.5827 -2.8007
H -3.1831 0.0198 -1.1347
C 0.6691 1.3489 0.4265
O 0.9333 2.2241 1.1734
C 0.2177 -3.0847 1.1080
H 0.8450 -3.9949 1.2135
C 2.7041 -1.2770 2.0771
C -0.2796 -1.9678 3.3702
C -0.5263 0.1554 -3.8695
C -1.7701 2.3295 -2.0020
C 3.3804 -0.2091 1.1935
H 3.1689 0.8107 1.5332
H 4.4689 -0.3749 1.2692
H 3.1141 -0.2989 0.1341
C 2.9655 -0.8593 3.5215
H 2.4532 0.0844 3.7494
H 2.6920 -1.6203 4.2600
H 4.0403 -0.6605 3.6431
C 3.2980 -2.6305 1.7109
H 4.2843 -2.7545 2.1855
H 2.6846 -3.4873 2.0110
H 3.4512 -2.6653 0.6240
C -0.1254 -0.9274 4.4600
H -0.3857 0.0762 4.1284
H -0.8049 -1.1885 5.2788
H 0.8841 -0.8907 4.8671
C -1.7520 -2.1001 2.9596
H -2.0864 -1.2917 2.2990
H -1.9337 -3.0531 2.4548
H -2.3967 -2.0713 3.8491
C 0.2618 -3.3267 3.8716
H -0.2896 -4.1707 3.4063
H 1.3494 -3.4816 3.7036
H 0.1012 -3.4053 4.9745
C -0.7563 3.3054 -2.6143
H -1.1585 4.3229 -2.5119
H 0.2018 3.2668 -2.0776
H -0.5725 3.1304 -3.6798
C -1.9947 2.7224 -0.5265
H -2.3930 1.8921 0.0734
H -1.0764 3.0856 -0.0498
H -2.7415 3.5355 -0.4760
C -3.1376 2.4246 -2.6970
H -3.9057 1.8689 -2.1403
H -3.4335 3.4846 -2.6958
H -3.1462 2.0895 -3.7398
C -0.4697 -1.3724 -4.0254
H -1.4691 -1.8297 -4.0281
H 0.0093 -1.6202 -4.9874
H 0.1285 -1.8339 -3.2287
C 0.8841 0.7223 -4.0882
H 1.6042 0.2620 -3.4034
H 1.1993 0.4984 -5.1182
H 0.9260 1.8077 -3.9470
C -1.4809 0.7110 -4.9350
H -2.5082 0.3397 -4.8236
H -1.4914 1.8067 -4.9906
H -1.1279 0.3561 -5.9168
Ni 0.3687 -0.1881 -0.4029
N 1.9111 -1.1852 -1.5173
C 2.6804 -1.8949 -2.0711
C 3.1659 -3.3262 -2.3151
C 2.7962 -4.3430 -1.2141
C 2.3976 -3.7778 -3.5542
C 4.6827 -3.2993 -2.4871
H 3.2445 -4.1153 -0.2432
H 1.7047 -4.3999 -1.0793
H 3.1818 -5.3192 -1.5461
H 2.4284 -3.0353 -4.3642
H 2.7427 -4.7594 -3.9255
H 1.3406 -3.8665 -3.2669
H 5.1536 -4.2855 -2.3114
H 4.9455 -2.9258 -3.4821
H 5.1445 -2.6332 -1.7453
C -4.6391 1.5720 3.5611
N -3.2965 2.0737 3.6749
C -2.2827 1.5766 2.9226
N -1.0305 1.9352 3.4076
O -2.4359 0.8277 1.9318
H -4.6714 0.8288 2.7598
H -5.3394 2.3808 3.3342
H -4.9507 1.0998 4.4994
H -3.0875 2.7888 4.3570
H -0.2803 1.9474 2.7214
H -1.0047 2.6560 4.1110
```

As for the expectation value of S²: 2.057. The calculation puts the LUMO energy (spin up / spin down) at -2.095 / -3.706 eV. The HOMO energy (spin up / spin down) is -0.3595 / -0.4035 Ha. As for the net charge: +1. The spin multiplicity is 3.

=====

Entry 3:
The following is a quantum chemistry calculation of a 3-piece molecular cluster, C31H57N9O3P2 overall, from OMol25.

XYZ file:
```
102
Properties=species:S:1:pos:R:3
C 0.3345 -2.5485 0.5063
O 1.3941 -1.7681 -0.0589
C 1.3868 -1.8024 -1.4956
C 0.2006 -0.9039 -2.0811
C 0.4037 0.6438 -1.6947
C 0.0684 1.4943 -2.9890
C -0.8466 2.7633 -2.7575
C -2.0384 2.5708 -1.7639
C -2.2452 3.6526 -0.7853
C -3.3814 3.6427 0.2175
C -4.2535 2.4847 0.2060
C -4.0715 1.3509 -0.7763
N -4.9872 0.3086 -0.6787
C -4.7522 -0.6635 -1.6046
C -5.7018 -1.8740 -1.6236
C -5.7503 -2.8927 -2.7305
C -6.7575 -3.9489 -2.5870
N -7.6499 -4.1929 -1.5879
C -7.6348 -3.2899 -0.5592
C -6.7095 -2.1538 -0.5692
C -3.6565 -0.5954 -2.6167
N -2.7587 0.4159 -2.7535
C -2.9866 1.3865 -1.7789
H -0.0359 -2.0131 1.4257
H 0.7164 -3.5907 0.7296
H -0.5562 -2.6781 -0.1711
H 1.1248 -2.8632 -1.8171
H 2.3779 -1.5649 -1.9657
H 0.2724 -1.0417 -3.2059
H -0.8115 -1.2923 -1.7908
H 1.5106 0.7226 -1.4624
H -0.1660 0.9346 -0.7749
H -0.4024 0.8968 -3.8228
H 1.0560 1.8703 -3.4014
H -0.2392 3.6539 -2.4209
H -1.3072 3.0649 -3.7518
H -1.5481 4.5353 -0.8016
H -3.4841 4.5179 0.9003
H -5.1050 2.4620 0.9407
H -5.0532 -2.8311 -3.6037
H -6.7983 -4.6785 -3.4473
H -8.3332 -3.3908 0.3158
H -6.7705 -1.4286 0.2887
H -3.5671 -1.4561 -3.3349
C 5.6962 -4.9635 -5.0506
N 5.8139 -4.7052 -3.6237
C 6.5048 -3.4288 -3.3947
P 4.5560 -5.0105 -2.4915
O 3.5641 -4.0178 -3.1032
N 3.5945 -6.4181 -2.7687
C 3.5135 -7.0972 -4.0468
C 2.2460 -6.3059 -2.2109
N 5.6865 -6.1077 -1.6308
C 6.1188 -5.5718 -0.3370
C 6.7546 -6.8575 -2.2535
H 6.6385 -4.7360 -5.5600
H 4.8994 -4.3800 -5.5221
H 5.5346 -6.0200 -5.2570
H 7.4796 -3.6142 -2.9293
H 5.9386 -2.7745 -2.7250
H 6.6729 -2.8631 -4.3119
H 3.1840 -6.4270 -4.8528
H 2.8131 -7.9360 -4.0021
H 4.4679 -7.5503 -4.3152
H 1.5817 -5.7211 -2.8580
H 2.2757 -5.8196 -1.2297
H 1.8066 -7.2945 -2.0546
H 6.8533 -4.7652 -0.4586
H 6.5545 -6.3519 0.2925
H 5.2593 -5.1663 0.2084
H 7.6301 -6.2367 -2.4792
H 6.4323 -7.3454 -3.1727
H 7.0807 -7.6591 -1.5829
C -2.6789 7.5356 6.2471
N -2.5731 6.2350 5.6036
C -3.8972 5.6046 5.5152
P -1.5785 5.9250 4.2347
O -2.3181 6.8989 3.3113
N -0.0570 6.7406 4.1844
C 0.2484 7.9209 4.9687
C 0.4369 6.9429 2.8215
N -0.7319 4.6894 5.2266
C -1.0139 3.3204 4.7852
C -0.5763 4.7385 6.6635
H -3.3327 7.4773 7.1236
H -3.0677 8.3088 5.5773
H -1.7236 7.8631 6.6535
H -3.9297 4.7201 6.1617
H -4.1242 5.2768 4.4963
H -4.7081 6.2694 5.8150
H -0.4611 8.7387 4.7814
H 1.2527 8.2919 4.7451
H 0.2708 7.6929 6.0344
H -0.0420 7.8003 2.3346
H 0.2451 6.0556 2.2082
H 1.5194 7.0943 2.8189
H -2.0203 2.9990 5.0830
H -0.2852 2.6129 5.1889
H -0.9483 3.2561 3.6932
H -1.4895 4.4482 7.1971
H -0.2741 5.7260 7.0104
H 0.2195 4.0524 6.9708
```

The calculation puts the LUMO energy at -1.117 eV. The HOMO energy is -0.2825 Ha. As for the net charge: 0. Its SMILES is COCCCCCc1cccc2nc(-c3ccncc3)cnc12.CN(C)P(=O)(N(C)C)N(C)C.CN(C)P(=O)(N(C)C)N(C)C.

=====

Question: Among the records above, which one has the highest net charge?
Answer: C31H57N2O2P2PtS

=====

Question: Number 1 is which compound?
Answer: C31H57N2O2P2PtS